No. 1
{"formula": "C39H44F14IN4O2S", "method": "wB97M-V/def2-TZVPD", "mol_weight_g_mol": 1025.75, "e_above_lowest_kj_mol": 0.0, "orbital_gap_ev": 7.83, "spin_multiplicity": 1, "total_charge": 1, "elements": ["C", "C", "F", "C", "N", "C", "C", "C", "C", "F", "F", "C", "F", "F", "C", "F", "F", "C", "F", "F", "C", "F", "F", "C", "F", "F", "F", "N", "C", "N", "C", "C", "C", "C", "O", "C", "O", "C", "C", "C", "I", "N", "S", "H", "H", "H", "H", "H", "H", "H", "H", "H", "H", "H", "H", "H", "H", "H", "H", "H", "H", "H", "H", "H", "H", "H", "H", "H", "H", "C", "C", "C", "C", "C", "C", "H", "H", "H", "H", "H", "H", "C", "C", "C", "C", "C", "C", "H", "H", "H", "H", "H", "H", "C", "C", "C", "C", "C", "C", "H", "H", "H", "H", "H", "H"], "xyz": [[-0.8479, 1.9440, 2.7934], [0.5542, 2.3741, 3.1843], [0.4897, 3.5713, 3.8842], [1.5516, 2.5917, 2.0243], [1.0679, 2.1710, 0.7231], [0.6118, 2.8727, -0.3054], [0.5038, 4.3559, -0.4292], [-0.1333, 5.1525, 0.7264], [0.3751, 6.5944, 0.8133], [0.9604, 6.9617, -0.3547], [-0.6792, 7.4082, 0.9808], [1.3789, 6.8965, 1.9955], [1.7745, 5.7392, 2.5783], [0.7425, 7.6090, 2.9225], [2.6667, 7.6921, 1.6272], [2.3183, 8.7870, 0.9439], [3.2251, 8.0851, 2.7878], [3.7433, 6.8775, 0.8126], [4.1437, 7.6141, -0.2216], [3.1723, 5.7316, 0.3265], [4.9901, 6.4268, 1.6251], [4.5869, 5.8340, 2.7660], [5.7350, 7.4995, 1.9142], [5.8787, 5.3896, 0.8584], [5.4080, 4.1501, 1.0653], [7.1217, 5.4549, 1.3159], [5.8827, 5.6192, -0.4550], [0.2781, 2.0871, -1.3155], [0.5319, 0.8270, -0.9349], [0.2945, -0.2059, -1.7287], [0.5578, -1.6088, -1.3922], [2.0193, -2.0385, -1.5666], [2.3435, -3.3171, -0.7690], [3.5702, -3.2123, 0.1440], [4.7077, -3.8134, -0.4856], [5.2446, -4.8894, 0.1266], [5.1864, -5.1043, 1.2947], [-0.3410, 0.0996, -3.0238], [0.5588, 0.7817, -4.0768], [2.0614, 0.6303, -3.9052], [-0.0184, -0.0017, -5.9903], [1.0324, 0.8259, 0.3434], [1.5280, -0.4035, 1.4063], [-1.5215, 2.2932, 3.5776], [-0.9289, 0.8565, 2.7729], [-1.1908, 2.3732, 1.8501], [0.9633, 1.6299, 3.8703], [2.4936, 2.0852, 2.2323], [1.7960, 3.6488, 1.9390], [-0.1074, 4.4929, -1.3209], [1.4956, 4.7304, -0.6901], [-1.2025, 5.2407, 0.5282], [-0.0473, 4.6619, 1.6939], [0.2065, -1.8112, -0.3799], [-0.0737, -2.2027, -2.0529], [2.1866, -2.2149, -2.6306], [2.6810, -1.2192, -1.2686], [1.4769, -3.6383, -0.1854], [2.5673, -4.1195, -1.4739], [3.3965, -3.6820, 1.1125], [3.8282, -2.1663, 0.3311], [5.7454, -5.5423, -0.5968], [-1.1990, 0.7505, -2.8456], [-0.7269, -0.8453, -3.3965], [0.3049, 1.8362, -4.1424], [2.5684, 1.2959, -4.6049], [2.3823, 0.9148, -2.8992], [2.4040, -0.3810, -4.1286], [2.8327, -0.0779, 1.4063], [-4.4804, -4.4359, -2.3928], [-3.8610, -3.8121, -3.4665], [-3.1512, -2.6362, -3.2680], [-3.0590, -2.0891, -1.9940], [-3.6766, -2.7150, -0.9191], [-4.3893, -3.8889, -1.1201], [-5.0328, -5.3528, -2.5522], [-3.9320, -4.2453, -4.4559], [-2.6743, -2.1459, -4.1088], [-2.5123, -1.1657, -1.8368], [-3.6092, -2.2861, 0.0730], [-4.8760, -4.3761, -0.2854], [-1.5287, 0.7951, 7.7273], [-2.4595, -0.2309, 7.8158], [-2.2753, -1.4023, 7.0938], [-1.1573, -1.5516, 6.2848], [-0.2252, -0.5263, 6.1974], [-0.4116, 0.6467, 6.9173], [-1.6726, 1.7080, 8.2902], [-3.3284, -0.1188, 8.4508], [-3.0017, -2.2012, 7.1652], [-1.0099, -2.4698, 5.7303], [0.6540, -0.6469, 5.5746], [0.3154, 1.4471, 6.8504], [-5.6712, -8.9345, -4.0107], [-6.2288, -7.6652, -3.9453], [-6.2002, -6.8346, -5.0575], [-5.6187, -7.2762, -6.2382], [-5.0629, -8.5465, -6.3045], [-5.0874, -9.3745, -5.1907], [-5.6938, -9.5817, -3.1435], [-6.6899, -7.3245, -3.0261], [-6.6338, -5.8433, -5.0056], [-5.6015, -6.6316, -7.1078], [-4.6128, -8.8926, -7.2259], [-4.6534, -10.3646, -5.2430]], "forces_ev_per_angstrom": [[-0.1, 0.2, 0.2], [-0.1, -0.4, 0.0], [0.0, 0.2, 0.0], [0.1, -0.1, 0.2], [0.2, 0.1, 0.2], [-0.2, 0.0, -0.1], [0.0, 0.0, -0.1], [-0.1, -0.2, -0.1], [0.1, -0.1, 0.2], [0.1, 0.0, -0.2], [-0.2, 0.2, 0.1], [0.0, 0.1, -0.2], [0.1, -0.1, 0.0], [-0.1, 0.1, 0.2], [0.1, -0.1, 0.1], [0.0, 0.0, 0.0], [0.0, 0.0, -0.1], [0.0, -0.1, 0.0], [0.0, 0.0, 0.0], [0.1, 0.1, 0.1], [0.0, 0.1, 0.1], [0.1, 0.1, 0.0], [-0.1, -0.1, -0.1], [0.0, -0.1, 0.0], [0.0, 0.2, -0.1], [-0.2, -0.1, 0.0], [0.1, 0.0, 0.2], [-0.2, 0.0, -0.2], [0.1, -0.2, 0.0], [-0.1, 0.1, -0.1], [0.0, -0.1, 0.0], [-0.2, 0.0, 0.0], [0.3, 0.0, -0.2], [0.0, 0.3, 0.3], [-0.3, -0.3, -0.4], [0.2, 0.1, -0.1], [-0.2, -0.2, 0.4], [-0.1, 0.1, -0.2], [0.1, 0.0, 0.1], [0.1, 0.0, -0.2], [0.0, 0.1, -0.1], [0.0, -0.1, 0.0], [-0.1, 0.2, 0.1], [0.0, -0.1, 0.0], [0.0, 0.0, -0.2], [0.0, -0.1, 0.0], [0.0, 0.1, 0.1], [0.0, 0.0, -0.1], [-0.1, -0.1, 0.0], [0.2, 0.1, 0.0], [0.0, 0.0, 0.1], [0.0, 0.0, 0.0], [0.1, 0.1, 0.0], [0.0, 0.0, 0.0], [-0.1, 0.0, 0.1], [0.1, 0.1, 0.0], [0.0, -0.1, 0.0], [0.0, 0.0, 0.0], [-0.2, -0.1, 0.1], [0.1, -0.1, -0.1], [0.0, -0.1, 0.0], [0.1, 0.2, -0.1], [0.0, -0.1, 0.0], [0.1, 0.0, 0.1], [0.0, 0.0, 0.1], [0.0, 0.0, 0.0], [0.0, 0.0, 0.0], [0.0, 0.0, 0.2], [0.1, -0.1, -0.1], [0.0, 0.0, 0.0], [0.0, 0.0, 0.0], [0.1, 0.1, 0.0], [0.0, 0.0, 0.0], [0.0, 0.0, 0.0], [0.0, 0.0, 0.0], [0.0, 0.0, 0.0], [0.0, 0.0, 0.0], [0.0, 0.0, 0.0], [-0.1, 0.0, 0.0], [0.0, 0.0, 0.0], [0.0, 0.0, 0.0], [0.0, 0.0, 0.0], [0.0, 0.0, 0.0], [0.0, 0.0, 0.0], [0.0, 0.0, 0.0], [0.0, 0.0, 0.0], [0.0, 0.0, -0.1], [0.0, 0.0, 0.0], [0.0, 0.0, 0.0], [0.0, 0.0, 0.0], [0.0, 0.0, 0.0], [0.0, 0.0, 0.0], [0.0, 0.0, 0.0], [0.0, 0.0, 0.0], [0.0, 0.0, 0.0], [0.0, 0.0, 0.0], [0.0, 0.0, 0.0], [0.0, 0.0, 0.0], [0.0, 0.0, 0.0], [0.0, 0.0, 0.0], [0.0, 0.0, 0.0], [0.0, 0.0, 0.0], [0.0, 0.0, 0.0], [0.0, 0.0, 0.0], [0.0, 0.0, 0.0]], "mulliken_charge": [-1.49, 0.78, -0.35, -0.41, 0.45, 0.18, -0.38, -0.71, 0.56, -0.32, -0.34, 0.64, -0.22, -0.34, 0.46, -0.29, -0.30, 0.61, -0.29, -0.32, 0.58, -0.23, -0.29, 0.66, -0.22, -0.25, -0.24, -0.22, 0.03, 0.39, -1.69, -0.25, -0.79, -0.64, -0.30, 0.14, -0.46, -0.85, -0.33, -1.21, 0.09, -0.12, -0.13, 0.52, 0.34, 0.26, 0.36, 0.44, -0.38, 0.50, 0.22, 0.45, 0.17, 0.63, 0.61, 0.27, 0.48, 0.54, 0.43, 0.38, 0.28, 0.37, 0.48, 0.33, 0.52, 0.49, 0.16, 0.34, 0.16, -0.10, -0.57, -0.41, -0.02, -0.53, -0.55, 0.22, 0.46, 0.36, 0.37, 0.42, 0.39, -0.45, -0.39, -0.38, -0.47, -0.30, -0.36, 0.38, 0.37, 0.37, 0.38, 0.43, 0.42, -0.42, -0.37, -0.37, -0.43, -0.40, -0.37, 0.36, 0.44, 0.47, 0.38, 0.36, 0.36]}

No. 2
{"formula": "C39H45ClN4O4PTl", "method": "wB97M-V/def2-TZVPD", "mol_weight_g_mol": 904.62, "e_above_lowest_kj_mol": 23.7, "orbital_gap_ev": 8.13, "spin_multiplicity": 1, "elements": ["Tl", "O", "C", "O", "C", "C", "C", "C", "C", "C", "P", "C", "C", "C", "C", "C", "C", "C", "C", "C", "C", "C", "C", "H", "H", "H", "H", "H", "H", "H", "H", "H", "H", "H", "H", "H", "H", "C", "N", "C", "C", "C", "O", "H", "H", "H", "H", "H", "H", "H", "H", "H", "C", "C", "C", "C", "C", "O", "C", "C", "C", "C", "C", "C", "Cl", "C", "C", "C", "N", "C", "N", "C", "N", "H", "H", "H", "H", "H", "H", "H", "H", "H", "H", "H", "H", "H", "H", "H", "H", "H", "H", "H", "H", "H", "H"], "xyz": [[1.1810, 0.6204, -2.0155], [-1.9691, -0.2584, 0.5644], [-1.5710, 0.8225, 0.1216], [-0.9220, 1.0173, -0.9551], [-1.9468, 2.1029, 0.8780], [-3.2699, 2.2386, 1.2857], [-3.7095, 3.3899, 1.9148], [-2.8198, 4.4228, 2.1613], [-1.4983, 4.3026, 1.7708], [-1.0426, 3.1565, 1.1188], [0.7407, 2.9944, 0.6875], [1.1686, 4.7684, 0.4337], [1.9739, 5.5443, 1.2619], [2.2688, 6.8587, 0.9215], [1.7706, 7.4124, -0.2475], [0.9666, 6.6459, -1.0806], [0.6774, 5.3343, -0.7451], [1.4239, 2.7173, 2.3791], [2.8142, 2.6184, 2.4880], [3.4147, 2.3532, 3.7069], [2.6316, 2.1548, 4.8362], [1.2519, 2.2256, 4.7357], [0.6485, 2.5027, 3.5159], [-3.9629, 1.4315, 1.0848], [-4.7498, 3.4891, 2.1975], [-3.1593, 5.3220, 2.6600], [-0.8129, 5.1177, 1.9686], [2.3635, 5.1360, 2.1841], [2.8926, 7.4546, 1.5764], [2.0095, 8.4355, -0.5084], [0.5801, 7.0702, -1.9989], [0.0450, 4.7354, -1.3933], [3.4103, 2.7260, 1.5914], [4.4941, 2.2969, 3.7779], [3.0995, 1.9453, 5.7895], [0.6381, 2.0533, 5.6106], [-0.4311, 2.5346, 3.4535], [5.8955, 3.7429, -2.8117], [4.6704, 3.1033, -2.3527], [3.4295, 3.6406, -2.8879], [4.6539, 2.0429, -1.5188], [5.9720, 1.4593, -1.0650], [3.6093, 1.5143, -1.1297], [5.6227, 4.6300, -3.3761], [6.4818, 3.0844, -3.4562], [6.5198, 4.0524, -1.9735], [3.4027, 4.7220, -2.7494], [2.5908, 3.2078, -2.3552], [3.3430, 3.4162, -3.9536], [6.8353, 2.1045, -1.1920], [6.1325, 0.5402, -1.6306], [5.8698, 1.1859, -0.0168], [-1.5371, -6.9371, -0.9048], [-1.7724, -6.3772, 0.5014], [-3.2122, -6.6790, 0.9427], [-0.8632, -7.1352, 1.4869], [-1.4743, -4.8418, 0.5556], [-2.0512, -4.3384, 1.7489], [-1.9718, -4.0343, -0.6633], [-3.4825, -4.0486, -0.9307], [-3.8331, -3.0438, -2.0000], [-3.9010, -1.6858, -1.7050], [-4.2174, -0.7606, -2.6864], [-4.4687, -1.1977, -3.9767], [-4.8929, -0.0476, -5.2095], [-4.3906, -2.5410, -4.3000], [-4.0721, -3.4556, -3.3067], [0.0725, -4.6537, 0.6529], [0.4840, -3.2835, 0.4651], [0.9173, -2.6615, -0.6339], [1.1609, -1.3934, -0.3619], [0.8444, -1.2875, 0.9542], [0.4367, -2.4119, 1.4882], [-1.6334, -8.0236, -0.8785], [-0.5367, -6.7016, -1.2746], [-2.2621, -6.5525, -1.6218], [-3.3600, -7.7601, 0.9629], [-3.9582, -6.2524, 0.2788], [-3.3856, -6.2843, 1.9421], [-1.2152, -8.1624, 1.5849], [-0.9029, -6.6699, 2.4725], [0.1733, -7.1758, 1.1504], [-1.7766, -3.4156, 1.8546], [-1.4437, -4.3681, -1.5618], [-1.7116, -2.9843, -0.4967], [-4.0011, -3.8026, -0.0026], [-3.8116, -5.0312, -1.2663], [-3.6775, -1.3381, -0.7049], [-4.2607, 0.2940, -2.4503], [-4.5779, -2.8661, -5.3142], [-4.0152, -4.5090, -3.5580], [0.5869, -5.2738, -0.0794], [0.3837, -4.9267, 1.6578], [1.0345, -3.1408, -1.5918], [0.9474, -0.3801, 1.5174]], "forces_ev_per_angstrom": [[-0.3, 0.1, -0.2], [0.0, 0.0, 0.1], [-0.2, 0.2, 0.0], [0.0, 0.0, 0.0], [0.3, 0.1, -0.1], [0.0, -0.1, 0.0], [-0.1, 0.0, -0.1], [-0.1, 0.1, 0.1], [0.0, 0.0, -0.1], [-0.2, -0.3, -0.2], [-0.1, 0.1, 0.5], [0.0, -0.1, -0.2], [-0.1, 0.0, 0.0], [0.0, 0.1, 0.0], [0.0, 0.0, 0.0], [0.0, 0.0, -0.1], [0.0, 0.0, 0.0], [0.1, -0.2, -0.2], [-0.2, -0.1, 0.0], [0.1, 0.0, 0.0], [0.0, 0.1, 0.0], [0.0, -0.1, 0.0], [0.0, 0.0, 0.0], [0.1, -0.1, 0.0], [0.0, 0.0, 0.0], [0.0, 0.0, 0.0], [0.0, 0.0, 0.0], [0.0, 0.0, 0.0], [0.0, 0.0, 0.0], [0.0, 0.0, 0.0], [0.0, 0.0, 0.0], [0.0, 0.0, 0.0], [0.1, 0.0, 0.0], [0.0, 0.0, 0.0], [0.0, 0.0, 0.0], [0.0, 0.0, 0.0], [0.0, 0.0, 0.0], [0.1, -0.2, 0.1], [0.0, 0.1, 0.0], [0.0, 0.0, 0.1], [-0.1, -0.2, 0.2], [0.0, 0.0, 0.0], [0.3, 0.2, 0.0], [0.0, 0.0, 0.0], [0.0, 0.0, 0.0], [0.0, 0.1, 0.0], [0.0, 0.0, 0.0], [0.0, 0.0, 0.0], [0.0, 0.0, 0.0], [0.0, 0.0, 0.0], [0.0, 0.0, 0.0], [0.0, 0.0, 0.0], [0.0, 0.1, 0.1], [-0.1, -0.1, 0.2], [0.0, 0.1, 0.0], [-0.1, 0.1, 0.0], [0.4, 0.1, -0.3], [0.0, 0.1, 0.0], [-0.3, -0.2, 0.2], [0.2, 0.1, -0.1], [-0.1, -0.1, 0.0], [0.0, 0.0, -0.1], [0.0, 0.1, 0.0], [0.0, -0.1, 0.1], [0.0, 0.1, -0.1], [0.0, 0.0, 0.0], [0.0, 0.0, 0.0], [-0.5, -0.2, 0.0], [0.3, 0.1, -0.3], [-0.1, 0.1, 0.1], [0.1, 0.0, 0.1], [0.1, -0.2, -0.2], [-0.1, 0.0, 0.3], [0.0, 0.0, 0.0], [0.0, 0.0, 0.0], [0.0, 0.0, 0.0], [0.0, 0.0, 0.0], [0.0, 0.0, 0.0], [0.0, 0.0, 0.0], [0.0, 0.0, 0.0], [0.0, 0.0, 0.0], [0.0, 0.0, 0.0], [0.0, 0.0, 0.0], [0.0, 0.1, 0.0], [0.1, 0.0, 0.0], [0.0, -0.1, 0.0], [0.0, 0.0, 0.1], [0.0, 0.0, 0.1], [0.0, 0.0, 0.0], [0.0, 0.0, 0.0], [0.0, 0.0, 0.0], [0.0, 0.1, 0.0], [0.1, -0.1, -0.1], [0.0, -0.1, 0.0], [-0.1, 0.2, 0.1]], "mulliken_charge": [1.06, -0.66, 0.18, -0.78, 0.35, -0.81, -0.62, -0.83, 0.09, 0.03, 1.37, -0.05, -0.05, -0.65, -0.49, -0.70, -0.61, 0.34, -0.58, -0.57, -0.56, -0.61, -0.46, 0.49, 0.41, 0.41, 0.45, 0.39, 0.41, 0.39, 0.42, 0.40, 0.44, 0.40, 0.36, 0.40, 0.28, -1.11, 0.28, -0.80, 0.67, -1.26, -0.55, 0.36, 0.36, 0.36, 0.42, -0.09, 0.33, 0.41, 0.28, 0.31, -1.77, 1.46, -1.71, -1.93, 2.23, -0.69, -0.89, -0.85, -0.36, -0.02, -0.85, 0.38, -0.24, -0.88, -0.14, -1.86, 0.93, 0.06, -0.15, -0.76, -0.95, 0.53, 0.26, 0.31, 0.47, 0.28, 0.39, 0.51, 0.36, 0.33, 0.56, 0.25, 0.37, 0.38, 0.48, 0.33, 0.48, 0.41, 0.39, 0.51, 0.33, 0.43, 0.61]}

Number 1: LUMO level -2.9 eV. Number 2: LUMO level 0.2 eV.